No. 1
Computed, not measured: a molecular structure, C4H4O3Yb, with the ωB97M-V functional and the def2-TZVPD basis.

Summary:
spin multiplicity = 3
E_HOMO (spin up / spin down) = -17.81 / -17.80 eV
total charge = +2
Kohn-Sham gap (spin up / spin down) = 8.7 / 4.7 eV

Atoms and positions in Å:
Yb1 1.81306 2.27355 1.38378
O1 0.37953 -1.42927 1.54444
O2 0.05954 0.74495 0.90157
O3 2.03490 0.11504 1.30132
C1 -0.92761 -0.15106 -1.13745
C2 -1.20848 0.44016 0.16967
C3 -0.12214 -0.84059 -1.90838
C4 0.83309 -0.32308 1.42376
H1 0.92167 -1.02007 -1.61637
H2 -1.72732 1.40285 0.07731
H3 -1.74120 -0.24601 0.83779
H4 -0.31504 -0.96645 -2.97744

***

No. 2
Computed, not measured: C16H20N2O4 in the gas phase, with the ωB97M-V functional and the def2-TZVPD basis.

Summary:
spin multiplicity = 1
ΔE to the lowest compared entry with this formula, charge and spin = 154.1 kJ/mol
E_HOMO = -8.54 eV
SMILES string = Cc1ccc(C(=O)NCCCCNC(=O)c2ccc(C)o2)o1
Kohn-Sham gap = 9.3 eV

Atoms and positions in Å:
O1 3.91249 -0.86425 -0.41078
O2 -4.12006 -0.29108 0.73919
O3 2.40783 1.20222 2.08220
O4 -1.87014 -0.62477 -2.01352
N1 -1.61657 0.41398 -0.01322
N2 2.75631 1.56767 -0.12888
C1 4.99606 -2.75727 -1.49265
C2 -6.10478 -0.48796 2.13589
C3 -3.66330 -0.68108 -0.48073
C4 3.70291 -1.48109 1.72417
C5 -5.72971 -1.47145 -0.24309
C6 3.46480 -0.48399 0.81566
C7 -4.62706 -1.41247 -1.12222
C8 -0.33178 2.43552 -0.56847
C9 4.32972 -2.52434 1.01048
C10 2.16800 2.88321 -0.17447
C11 -0.29594 0.93219 -0.27621
C12 4.43390 -2.10043 -0.28458
C13 -2.31350 -0.30263 -0.92545
C14 -5.37101 -0.77425 0.87584
C15 0.97991 2.97525 -1.13662
C16 2.83162 0.82771 1.00201
H1 -7.08055 -0.96262 2.10789
H2 -5.54749 -0.86424 2.99293
H3 2.93667 3.60261 -0.48190
H4 -0.58019 2.97629 0.34749
H5 -2.06763 0.67378 0.84935
H6 4.65971 -3.46454 1.40223
H7 -6.23368 0.58615 2.26586
H8 0.07748 0.39121 -1.14932
H9 1.22284 2.44085 -2.05800
H10 0.33902 0.72368 0.58654
H11 5.40125 -3.72850 -1.22674
H12 0.83389 4.02651 -1.39236
H13 1.85788 3.11884 0.84620
H14 -6.66457 -1.96435 -0.41510
H15 4.22181 -2.88798 -2.24795
H16 5.78665 -2.14524 -1.92519
H17 -4.54037 -1.84505 -2.09704
H18 3.10814 1.17489 -0.98763
H19 -1.12552 2.62027 -1.29653
H20 3.45497 -1.45326 2.76473

***

No. 3
Computed, not measured: 12 unconnected molecules or ions with the total composition C4H29NO14, with the ωB97M-V functional and the def2-TZVPD basis.

Summary:
spin multiplicity = 1
ΔE to the lowest compared entry with this formula, charge and spin = 423.8 kJ/mol
E_HOMO = -10.59 eV
SMILES string = CCC(=O)NC(=O)O.O.O.O.O.O.O.O.O.O.O.O
Kohn-Sham gap = 10.5 eV

Atoms and positions in Å:
O1 -0.53887 -1.76817 -1.78013
O2 3.63108 1.16743 1.75389
O3 2.76872 -1.38004 -1.14402
O4 -3.12291 1.24225 1.75939
O5 1.81411 -2.37836 -3.23697
O6 4.56843 1.03211 -0.89127
O7 -0.99953 2.84565 2.44716
O8 0.22293 -0.08538 3.24343
O9 -1.58411 -1.81563 2.47944
O10 1.35668 -4.21400 -0.95971
O11 -3.14720 3.38063 -1.88324
O12 1.16905 0.86697 1.17211
O13 -1.47352 -2.55610 -0.10237
O14 -3.46378 -0.31390 -0.45546
N1 -0.21903 -0.73946 0.39277
C1 0.43657 1.34561 -1.03554
C2 -0.72485 1.13394 -1.98737
C3 0.48265 0.50486 0.18986
C4 -0.61962 -1.60962 -0.62730
H1 -2.36841 3.89720 -2.06899
H2 0.47777 2.48208 -0.78011
H3 -1.63942 -2.45527 3.21992
H4 2.92698 0.56991 1.80013
H5 1.04419 -0.14969 2.66524
H6 -0.33671 -1.10139 1.32539
H7 -1.91385 -2.42889 0.89756
H8 5.00399 0.09353 -0.75342
H9 -4.00293 0.82914 2.01510
H10 1.19904 -2.34369 -2.48977
H11 -3.04951 3.00173 -1.05058
H12 -1.53940 0.40622 -1.66978
H13 -0.32130 0.67484 -2.89556
H14 1.53659 1.20859 -1.50583
H15 -0.21246 0.78072 3.32870
H16 4.26914 1.23555 0.00782
H17 2.68325 -1.10809 -2.09949
H18 2.18199 -3.76985 -1.05729
H19 -1.98314 2.86851 2.19603
H20 1.37344 -2.61196 -4.12810
H21 -2.86863 0.56464 1.09767
H22 -0.79391 3.71339 2.76036
H23 -0.96916 -1.16130 2.79145
H24 -1.15656 1.93785 -2.42594
H25 3.17826 1.95118 1.61221
H26 1.04311 -3.77842 -0.15568
H27 -4.40495 -0.35137 -0.44263
H28 -3.03605 -1.15559 -0.80576
H29 3.12185 -0.45836 -0.72336

***

Question: spin multiplicity of number 1 (C4H4O3Yb)?
Answer: 3